1.
Computed, not measured: C34H50AsBrMgN2O7S5Si as an isolated structure in a non-equilibrium geometry, with the ωB97M-V functional and the def2-TZVPD basis.

Charge: -2
E_tot, eV: -251772.47714
2S+1: 1

The geometry in XYZ format:
```
102
C34H50AsBrMgN2O7S5Si, DFT the ωB97M-V functional and the def2-TZVPD basis
Mg -0.302 -1.466 1.080
O -0.128 3.484 -0.665
C -1.490 3.366 -0.617
C -2.320 4.288 -1.241
C -3.698 4.169 -1.133
C -4.241 3.129 -0.396
C -3.401 2.191 0.192
C -2.026 2.288 0.088
C -1.093 1.232 0.681
O -1.697 0.065 0.992
N -0.472 1.927 1.870
N -0.076 1.190 2.904
C 0.838 1.647 3.675
C 1.251 0.977 4.878
Br 0.243 -0.573 5.356
C 2.181 1.372 5.765
C 3.042 2.547 5.727
C 3.548 3.127 4.557
C 4.335 4.265 4.609
C 4.662 4.852 5.823
C 4.201 4.268 6.996
C 3.411 3.134 6.947
H 0.117 4.171 -1.292
H -1.887 5.096 -1.824
H -4.338 4.896 -1.619
H -5.315 3.043 -0.286
H -3.812 1.349 0.735
H -0.294 1.055 -0.065
H 0.153 2.681 1.594
H 1.334 2.590 3.441
H 2.270 0.779 6.667
H 3.366 2.652 3.601
H 4.696 4.706 3.687
H 5.281 5.740 5.859
H 4.449 4.710 7.954
H 3.050 2.693 7.869
S 6.384 -4.722 0.498
C 4.900 -3.995 0.684
S 3.406 -4.853 0.762
C 2.326 -3.499 1.112
C 2.934 -2.282 1.132
S 2.195 -0.787 1.543
S 4.665 -2.293 0.816
S 0.687 -3.858 1.444
C -4.259 -1.208 1.199
As -2.927 -1.179 2.617
C -3.997 -2.230 3.917
C -2.851 0.438 3.697
O -1.648 -2.167 2.362
H -5.223 -0.861 1.574
H -4.330 -2.259 0.918
H -3.934 -0.623 0.345
H -4.936 -1.741 4.186
H -3.403 -2.390 4.817
H -4.214 -3.203 3.475
H -3.872 0.774 3.891
H -2.284 1.214 3.203
H -2.369 0.156 4.632
C 0.243 -3.818 -4.903
C 0.794 -3.773 -3.468
C -0.223 -4.402 -2.520
C 2.125 -4.518 -3.400
O 1.074 -2.416 -3.139
Si 0.110 -1.283 -2.406
O -0.082 -1.395 -0.856
O 0.754 0.173 -2.894
C 2.118 0.540 -2.998
C 2.168 2.068 -2.912
C 2.952 -0.063 -1.867
C 2.665 0.077 -4.355
O -1.289 -1.395 -3.303
C -2.418 -0.556 -3.348
C -2.324 0.308 -4.613
C -2.503 0.349 -2.118
C -3.649 -1.466 -3.422
H -0.060 -4.835 -5.164
H 1.003 -3.477 -5.611
H -0.615 -3.150 -4.958
H -0.366 -5.459 -2.755
H -1.173 -3.874 -2.614
H 0.113 -4.305 -1.489
H 2.001 -5.560 -3.704
H 2.515 -4.495 -2.383
H 2.849 -4.036 -4.061
H 1.758 2.380 -1.950
H 1.567 2.511 -3.710
H 3.198 2.419 -3.001
H 2.470 0.131 -0.907
H 3.962 0.351 -1.860
H 3.003 -1.146 -1.985
H 2.155 0.597 -5.170
H 2.474 -0.991 -4.446
H 3.738 0.267 -4.428
H -1.395 0.879 -4.565
H -3.171 0.995 -4.685
H -2.290 -0.327 -5.501
H -1.692 1.080 -2.159
H -2.353 -0.247 -1.218
H -3.460 0.873 -2.071
H -3.538 -2.163 -4.255
H -4.559 -0.878 -3.565
H -3.735 -2.042 -2.500
```

Atomic partial charges in e from the Mulliken method, atoms 1 to 5: number 1, Mg, carries 0.888; number 2, O, carries -0.485; number 3, C, carries 1.259; number 4, C, carries -0.744; number 5, C, carries -0.721

***

2.
Computed, not measured: C34H50O6Se3W as an isolated structure in a non-equilibrium geometry, with the ωB97M-V functional and the def2-TZVPD basis.

Charge: +2
E_tot, eV: -246205.18303
2S+1: 1

The geometry in XYZ format:
```
94
C34H50O6Se3W, DFT the ωB97M-V functional and the def2-TZVPD basis
W -1.373 -1.022 -2.159
C 2.993 -0.856 3.956
C 3.161 -2.171 3.180
C 2.586 -3.332 4.007
C 4.650 -2.422 2.951
C 2.387 -2.076 1.866
C 1.012 -1.809 1.904
C 0.338 -1.730 0.712
Se -1.468 -1.133 0.627
C -1.138 0.733 0.745
C -1.208 1.408 1.943
C -0.949 2.783 1.960
C -0.670 3.405 0.745
C -0.600 2.750 -0.493
C -0.823 1.387 -0.439
O -0.803 0.612 -1.581
C -0.312 3.491 -1.801
C -0.121 4.989 -1.558
C -1.499 3.317 -2.764
C 0.976 2.940 -2.434
C -0.977 3.538 3.290
C 0.081 2.930 4.222
C -2.366 3.382 3.925
C -0.680 5.026 3.112
C 0.962 -1.946 -0.511
O 0.108 -1.926 -1.591
C 2.322 -2.177 -0.615
C 2.988 -2.230 0.619
C 3.058 -2.316 -1.948
C 2.950 -0.983 -2.702
C 2.444 -3.454 -2.777
C 4.542 -2.624 -1.738
H 3.569 -0.899 4.881
H 1.953 -0.670 4.230
H 3.352 -0.005 3.373
H 3.129 -3.418 4.949
H 2.679 -4.281 3.475
H 1.532 -3.178 4.247
H 5.151 -2.491 3.917
H 5.123 -1.610 2.394
H 4.834 -3.360 2.423
H 0.505 -1.639 2.845
H -1.448 0.882 2.859
H -0.496 4.469 0.752
H -1.018 5.463 -1.153
H 0.102 5.469 -2.511
H 0.715 5.196 -0.887
H -2.435 3.628 -2.294
H -1.597 2.288 -3.115
H -1.346 3.941 -3.645
H 1.815 3.017 -1.740
H 1.222 3.528 -3.319
H 0.881 1.900 -2.743
H -0.115 1.876 4.431
H 0.079 3.459 5.176
H 1.082 3.013 3.791
H -2.600 2.340 4.153
H -3.147 3.774 3.269
H -2.406 3.936 4.863
H 0.310 5.200 2.684
H -0.703 5.513 4.087
H -1.424 5.523 2.484
H 4.052 -2.412 0.595
H 1.917 -0.705 -2.913
H 3.468 -1.062 -3.660
H 3.414 -0.175 -2.133
H 1.414 -3.260 -3.071
H 2.468 -4.396 -2.226
H 3.030 -3.587 -3.687
H 5.065 -1.822 -1.213
H 5.012 -2.732 -2.715
H 4.697 -3.558 -1.194
O -0.405 -0.419 -3.907
C -1.408 -1.030 -4.420
O -2.524 -0.707 -3.825
C -1.239 -2.536 -4.754
O -1.180 -3.152 -5.753
O -1.178 -2.855 -3.473
C -4.854 0.532 -2.924
Se -3.711 0.415 -1.372
C -4.737 -0.845 -0.336
C -4.920 -2.164 -1.053
Se -3.324 -2.922 -1.860
C -2.793 -4.167 -0.482
H -5.841 0.782 -2.540
H -4.861 -0.387 -3.498
H -4.465 1.348 -3.527
H -5.699 -0.369 -0.139
H -4.219 -0.947 0.615
H -5.605 -2.071 -1.893
H -5.310 -2.934 -0.386
H -3.613 -4.878 -0.417
H -2.628 -3.668 0.467
H -1.893 -4.666 -0.833
```

Atomic partial charges in e from the Mulliken method, atoms 1 to 5: number 1, W, carries 0.135; number 2, C, carries -1.635; number 3, C, carries 2.026; number 4, C, carries -1.615; number 5, C, carries -2.200

***

3.
Computed, not measured: C34H51AsBrGeN3O2Sn as an isolated structure in a non-equilibrium geometry, with the ωB97M-V functional and the def2-TZVPD basis.

Charge: +2
E_tot, eV: -237863.31967
2S+1: 1

The geometry in XYZ format:
```
94
C34H51AsBrGeN3O2Sn, DFT the ωB97M-V functional and the def2-TZVPD basis
Sn 0.081 -0.366 -0.212
C 5.916 -1.191 5.145
C 5.095 0.111 5.226
C 6.065 1.299 5.346
C 4.222 0.067 6.480
C 4.289 0.213 3.958
C 2.890 0.216 3.955
C 2.213 0.172 2.766
Br 0.301 0.125 2.779
C 2.848 0.126 1.499
O 2.163 0.030 0.416
C 4.286 0.166 1.506
C 4.938 0.218 2.716
C 5.038 0.106 0.187
C 4.638 -1.170 -0.571
C 4.689 1.362 -0.624
C 6.557 0.065 0.357
H 6.486 -1.316 6.061
H 6.614 -1.168 4.314
H 5.258 -2.046 5.024
H 6.654 1.189 6.254
H 5.515 2.236 5.406
H 6.752 1.350 4.507
H 4.855 -0.066 7.355
H 3.522 -0.766 6.450
H 3.670 0.998 6.607
H 2.330 0.238 4.872
H 6.014 0.246 2.713
H 3.602 -1.122 -0.895
H 4.772 -2.039 0.071
H 5.274 -1.288 -1.444
H 3.620 1.440 -0.796
H 5.193 1.334 -1.585
H 5.024 2.245 -0.086
H 6.873 -0.814 0.913
H 6.930 0.961 0.844
H 7.013 0.013 -0.628
N -3.564 1.339 -4.516
C -2.608 0.746 -5.273
O -2.809 0.347 -6.393
C -1.271 0.512 -4.622
C -0.201 0.212 -5.465
C 1.031 -0.084 -4.912
C 1.152 -0.096 -3.533
N 0.129 0.161 -2.725
C -1.051 0.467 -3.255
H -4.440 1.519 -4.989
H -3.342 1.929 -3.731
H -0.365 0.200 -6.534
H 1.874 -0.315 -5.541
H 2.096 -0.313 -3.052
H -1.846 0.646 -2.536
C -5.132 0.703 0.117
As -3.312 -0.030 -0.028
C -3.637 -1.411 -1.381
C -3.146 -1.112 1.646
C -4.330 -1.960 1.916
C -4.448 -3.239 1.366
C -5.525 -4.044 1.680
C -6.526 -3.574 2.517
C -6.439 -2.293 3.042
C -5.352 -1.496 2.746
H -5.829 -0.106 0.328
H -5.419 1.184 -0.819
H -5.183 1.442 0.916
H -4.477 -2.040 -1.098
H -2.751 -2.035 -1.505
H -3.864 -0.949 -2.342
H -2.980 -0.397 2.456
H -2.238 -1.715 1.534
H -3.675 -3.615 0.706
H -5.592 -5.039 1.266
H -7.370 -4.201 2.758
H -7.220 -1.915 3.683
H -5.274 -0.512 3.186
N -0.174 3.499 -0.095
C -0.401 2.377 -0.219
H 0.010 4.477 0.005
C -0.807 -4.796 1.768
Ge 0.187 -4.498 0.088
C 1.892 -5.558 0.080
C -0.822 -4.788 -1.587
C 1.094 -2.727 0.070
H -0.949 -5.861 1.935
H -1.790 -4.336 1.757
H -0.245 -4.396 2.608
H 1.611 -6.606 0.059
H 2.479 -5.366 0.972
H 2.490 -5.336 -0.797
H -0.858 -5.849 -1.828
H -0.324 -4.276 -2.408
H -1.848 -4.436 -1.519
H 1.732 -2.638 -0.810
H 1.715 -2.612 0.960
```

Atomic partial charges in e from the Mulliken method, atoms 1 to 5: number 1, Sn, carries 1.730; number 2, C, carries -1.529; number 3, C, carries 1.866; number 4, C, carries -1.617; number 5, C, carries -2.134

***

4.
Computed, not measured: C34H51BiClFN9O4S as an isolated structure, with the ωB97M-V functional and the def2-TZVPD basis.

Charge: +1
E_tot, eV: -89597.30361
2S+1: 1

The geometry in XYZ format:
```
102
C34H51BiClFN9O4S, DFT the ωB97M-V functional and the def2-TZVPD basis
Bi -0.209 -1.054 0.291
C -1.542 -3.461 -7.341
C -0.294 -2.645 -7.038
N -0.367 -1.970 -5.738
C 0.107 -2.624 -4.643
C 0.038 -2.154 -3.376
C 0.532 -2.935 -2.176
O 1.738 -3.195 -2.105
O -0.360 -3.157 -1.303
C -0.542 -0.872 -3.141
O -0.615 -0.322 -2.028
C -1.052 -0.168 -4.313
C -1.637 1.090 -4.137
C -2.169 1.736 -5.208
F -2.683 2.976 -5.054
C -2.178 1.164 -6.489
C -1.580 -0.067 -6.667
C -0.990 -0.743 -5.586
N -2.802 1.807 -7.593
C -1.962 2.214 -8.702
C -2.768 2.200 -9.986
N -3.959 3.110 -9.804
C -4.795 2.691 -8.617
C -3.911 2.715 -7.384
H -1.441 -3.963 -8.304
H -2.432 -2.831 -7.370
H -1.694 -4.222 -6.575
H -0.113 -1.896 -7.807
H 0.585 -3.285 -7.011
H 0.583 -3.575 -4.846
H -1.638 1.542 -3.151
H -1.595 -0.506 -7.655
H -1.121 1.533 -8.807
H -1.549 3.225 -8.545
H -3.158 1.206 -10.192
H -2.194 2.558 -10.838
H -4.525 3.137 -10.652
H -3.617 4.060 -9.637
H -5.152 1.684 -8.819
H -5.637 3.375 -8.538
H -4.505 2.397 -6.531
H -3.581 3.746 -7.190
N 2.137 -2.079 0.577
C 2.230 -3.091 1.651
C 2.680 -2.505 2.984
C 1.661 -1.669 3.769
C 1.358 -0.264 3.228
N 0.034 -0.192 2.570
H 2.171 -2.555 -0.334
H 2.930 -1.446 0.608
H 2.929 -3.878 1.364
H 1.247 -3.561 1.758
H 3.591 -1.915 2.828
H 2.966 -3.350 3.613
H 2.043 -1.559 4.784
H 0.726 -2.230 3.852
H 2.098 0.040 2.486
H 1.397 0.463 4.042
H -0.216 0.774 2.352
H -0.705 -0.585 3.152
Cl -2.242 0.589 0.469
N -2.846 -2.845 0.738
C -2.522 -2.881 2.083
C -1.703 -3.903 2.578
C -1.441 -3.997 3.937
C -1.968 -3.073 4.829
C -2.765 -2.044 4.336
C -3.041 -1.939 2.981
H -2.277 -3.385 0.101
H -3.212 -1.981 0.367
H -1.300 -4.636 1.888
H -0.818 -4.805 4.301
H -1.771 -3.157 5.889
H -3.189 -1.317 5.018
H -3.661 -1.135 2.604
N 1.114 0.668 0.000
C 1.639 1.305 -0.849
N 2.260 1.929 -1.713
C 2.188 3.110 -2.283
N 2.209 4.127 -2.830
C -3.641 4.981 2.494
C -2.670 4.173 1.637
C -1.266 4.200 2.222
S -0.147 3.178 1.247
O -0.166 3.697 -0.160
C 1.412 3.736 2.018
C 2.121 4.819 1.210
C 1.522 6.214 1.359
H -4.634 5.000 2.043
H -3.305 6.014 2.606
H -3.739 4.551 3.493
H -2.630 4.576 0.624
H -3.012 3.139 1.551
H -1.245 3.776 3.231
H -0.868 5.215 2.245
H 2.034 2.838 2.065
H 1.180 4.051 3.038
H 2.093 4.539 0.155
H 3.170 4.828 1.514
H 0.528 6.259 0.912
H 2.141 6.951 0.848
H 1.447 6.507 2.409
```

Atomic partial charges in e from the Mulliken method, atoms 1 to 5: number 1, Bi, carries 1.660; number 2, C, carries -1.009; number 3, C, carries -1.039; number 4, N, carries 0.144; number 5, C, carries 0.077

***

5.
Computed, not measured: C34H51BrCuN2P2 as an isolated structure in a non-equilibrium geometry, with the ωB97M-V functional and the def2-TZVPD basis.

Charge: +2
E_tot, eV: -172301.54687
2S+1: 2
<S²>: 0.78

The geometry in XYZ format:
```
91
C34H51BrCuN2P2, DFT the ωB97M-V functional and the def2-TZVPD basis
C -1.850 5.628 -3.006
C -2.236 4.389 -3.613
C -2.268 4.361 -5.023
C -1.682 5.408 -5.754
N -1.222 6.492 -5.145
C -1.342 6.660 -3.828
C -2.300 3.106 -2.925
C -1.704 2.474 -1.989
C -0.489 2.073 -1.332
C 0.383 2.567 -0.316
C 1.145 1.667 0.434
C 1.127 0.299 0.103
C 0.551 -0.095 -1.132
C -0.081 0.835 -1.902
Cu -2.777 1.274 -3.033
P 3.535 -1.727 0.824
H -2.525 3.443 -5.527
H -1.795 5.766 -1.917
H -1.569 5.328 -6.841
H -0.981 7.618 -3.400
H -0.320 0.598 -2.950
H 0.486 3.625 -0.081
H 0.429 -1.147 -1.375
H 1.647 1.989 1.372
C 3.744 -3.193 1.852
C 3.960 -4.540 1.166
H 2.842 -3.234 2.478
H 4.594 -2.964 2.507
H 4.100 -5.296 1.944
H 3.109 -4.852 0.554
H 4.861 -4.542 0.546
C 3.536 -2.119 -0.932
C 3.892 -0.972 -1.890
H 2.554 -2.531 -1.209
H 4.282 -2.922 -1.022
H 3.897 -1.383 -2.912
H 3.160 -0.151 -1.858
H 4.901 -0.570 -1.704
C 4.630 -0.336 1.247
C 6.135 -0.591 1.366
H 4.252 0.085 2.192
H 4.442 0.427 0.476
H 6.607 0.363 1.621
H 6.376 -1.312 2.156
H 6.584 -0.936 0.426
Br 1.127 -1.056 1.446
P -2.675 -0.812 -2.139
C -1.582 -2.426 -1.976
C -2.097 -3.883 -2.042
H -1.098 -2.335 -0.991
H -0.795 -2.334 -2.737
H -1.280 -4.581 -2.308
H -2.454 -4.260 -1.070
H -2.902 -4.037 -2.782
C -3.686 -1.326 -0.642
C -4.471 -2.640 -0.583
H -4.389 -0.506 -0.455
H -2.966 -1.349 0.188
H -5.108 -2.658 0.315
H -5.137 -2.804 -1.443
H -3.861 -3.542 -0.479
C -3.685 -1.077 -3.664
C -3.530 -2.357 -4.483
H -3.376 -0.211 -4.304
H -4.737 -0.929 -3.375
H -3.804 -2.141 -5.521
H -2.513 -2.755 -4.503
H -4.206 -3.150 -4.152
C -0.009 -0.721 5.049
N 0.899 0.457 5.147
C 2.274 0.000 5.490
C 0.905 1.367 3.907
C -0.501 1.644 3.530
C -1.347 2.412 4.378
C -2.667 2.606 3.964
C -3.150 2.071 2.777
C -2.292 1.262 1.964
C -1.007 1.084 2.398
H 0.211 -1.281 4.130
H -1.051 -0.384 5.062
H 0.190 -1.337 5.934
H 0.547 1.066 5.905
H 2.647 -0.621 4.668
H 2.910 0.878 5.623
H 2.211 -0.583 6.414
H 1.494 2.243 4.218
H 1.464 0.827 3.137
H -0.982 2.838 5.315
H -3.338 3.202 4.572
H -4.178 2.254 2.439
H -2.628 0.822 1.029
```

Atomic partial charges in e from the Mulliken method, atoms 1 to 5: number 1, C, carries -0.440; number 2, C, carries 1.203; number 3, C, carries -0.416; number 4, C, carries -0.344; number 5, N, carries -0.524